Entry from OMol25: C6H6O in the gas phase in a non-equilibrium geometry (the ωB97M-V functional and the def2-TZVPD basis).

HOMO energy (Ha): -0.32897
Frontier orbital gap (eV): 9.59
Energy above the lowest of the compared OMol25 structures with the same formula, charge and spin (kcal/mol): 94.2
SMILES: C#CC(=C=C)CO

Structure (XYZ):
```
13
Properties=species:S:1:pos:R:3:mulliken_charge:R:1
O 0.085 1.725 -1.272 -0.509
C -0.083 1.434 0.094 -0.512
C 0.027 -0.056 0.411 0.301
C 0.583 -0.849 -0.474 -0.145
C 0.721 -1.402 -1.643 -0.669
C -0.594 -0.591 1.580 -0.641
C -1.098 -1.042 2.577 0.271
H 1.000 1.537 -1.516 0.343
H 0.600 2.015 0.725 0.263
H -1.108 1.733 0.335 0.340
H -0.168 -1.145 -2.207 0.255
H 1.579 -1.914 -2.067 0.285
H -1.544 -1.445 3.457 0.417
```